1.
The following is a DFT calculation (wB97M-V/def2-TZVPD) of a molecular structure, C49H45BrF4N3NaO3PS.

Last column: Mulliken charge in e.
Positions of all 108 atoms, in Å:
Na  0.343780  -1.738415  0.690113  0.449
O  1.661307  -2.058135  2.192860  -0.613
N  2.851029  -2.233381  2.704301  0.070
C  3.515665  -3.336887  2.270639  -0.031
C  4.769472  -3.659711  2.706560  -1.060
C  5.371999  -2.801879  3.633502  -0.167
C  4.699175  -1.684197  4.045468  -0.772
C  3.401748  -1.329870  3.587496  0.067
S  2.567253  0.064735  4.068670  -0.375
H  2.953190  -3.904131  1.543677  0.580
H  5.255942  -4.542199  2.317446  0.424
H  6.364770  -3.009110  4.015250  0.338
H  5.142682  -0.993059  4.749223  0.397
F  -4.190576  -0.664989  -6.369849  -0.354
C  -3.858436  -0.357414  -5.095592  0.682
C  -4.439151  0.728133  -4.468840  0.105
F  -5.339342  1.474733  -5.152878  -0.348
C  -4.070664  1.018133  -3.166812  -0.221
F  -4.656763  2.144738  -2.640678  -0.451
C  -3.177684  0.286474  -2.434693  0.132
P  -2.603489  0.201470  -0.116275  0.055
C  -1.288425  1.416427  -0.616230  1.938
C  0.053071  1.049851  -0.618617  0.495
C  1.052018  1.884369  -1.100349  -0.465
C  0.718625  3.128247  -1.613448  -1.102
C  -0.617745  3.511725  -1.644429  -1.048
C  -1.601989  2.664775  -1.156294  -0.909
C  -4.028881  1.304135  0.261580  1.461
C  -3.959939  2.596639  0.770135  -0.235
C  -5.113717  3.297011  1.107560  -1.206
C  -6.360734  2.713696  0.935982  -0.845
C  -6.446696  1.425791  0.414543  -0.703
C  -5.291548  0.740000  0.076648  -0.700
C  -2.605425  -0.784059  -3.099757  0.326
Br  -1.257388  -1.888033  -2.265714  0.144
C  -2.923317  -1.111862  -4.406900  -0.350
F  -2.354563  -2.142412  -5.069892  -0.366
H  0.359769  0.087248  -0.250712  -0.267
H  2.080448  1.546200  -1.086651  0.502
H  1.490570  3.783132  -1.999499  0.382
H  -0.901158  4.468438  -2.067562  0.434
H  -2.641370  2.960706  -1.235759  0.542
H  -2.996372  3.067375  0.922007  0.470
H  -5.029601  4.297624  1.515515  0.423
H  -7.259557  3.259361  1.198045  0.336
H  -7.413564  0.960953  0.263227  0.381
H  -5.358778  -0.256305  -0.349206  0.406
C  -3.533277  3.440821  4.889580  -1.796
C  -2.451357  2.873701  4.003424  0.672
C  -1.216951  3.508369  3.883626  -1.035
C  -0.221507  2.974283  3.071029  0.162
C  1.125769  3.633869  2.935784  -1.459
C  -0.478134  1.796145  2.379090  -0.283
C  -1.708323  1.152161  2.453523  -0.506
C  -2.685765  1.709411  3.285693  -0.529
N  -1.931588  0.007939  1.643277  1.737
C  -2.419294  -1.212430  2.358443  1.610
C  -3.874894  -1.137807  2.874607  -1.743
C  -1.495052  -1.480073  3.551392  -1.447
C  -2.357179  -2.431220  1.417583  -1.875
H  -3.398904  4.513769  5.040521  0.385
H  -3.535002  2.969687  5.876419  0.323
H  -4.519399  3.281508  4.448115  0.356
H  -1.027157  4.427689  4.430407  0.286
H  1.241797  4.447464  3.654619  0.420
H  1.259442  4.041992  1.930691  0.205
H  1.922913  2.907373  3.102305  0.226
H  0.311581  1.349960  1.783679  0.987
H  -3.672461  1.264754  3.329417  0.213
H  -3.932855  -0.652382  3.851263  0.356
H  -4.274594  -2.148931  2.990044  0.492
H  -4.521751  -0.598834  2.182079  0.143
H  -1.442733  -0.619630  4.220704  0.268
H  -0.466813  -1.707059  3.252488  0.054
H  -1.888544  -2.327942  4.121231  0.500
H  -3.148846  -2.415843  0.669865  0.327
H  -2.451426  -3.339105  2.017449  0.572
H  -1.431653  -2.502272  0.858350  0.548
C  1.947800  -0.351484  -4.403204  -0.945
O  2.679379  -0.328996  -3.191948  0.233
C  3.980358  0.016546  -3.244021  1.101
C  4.595065  0.549182  -4.371790  -0.597
C  5.917638  0.985038  -4.332603  -0.803
C  6.627193  0.889657  -3.148853  -0.682
C  6.026280  0.322555  -2.030491  -0.477
C  4.715421  -0.142089  -2.050329  -0.545
N  4.175539  -0.708168  -0.902409  0.067
C  3.143469  -1.642266  -0.765816  -1.267
C  2.996625  -2.776335  -1.588959  1.519
C  3.974847  -3.182279  -2.520830  -0.904
C  3.825198  -4.330899  -3.280392  -0.702
C  2.674773  -5.109806  -3.116630  -0.546
C  1.683881  -4.734744  -2.220592  -0.689
C  1.771845  -3.549940  -1.454574  -0.207
O  0.816345  -3.144468  -0.697280  -0.634
H  0.977310  -0.766773  -4.157555  -0.046
H  2.448499  -0.985217  -5.140337  0.469
H  1.821374  0.659031  -4.804778  0.324
H  4.021409  0.647857  -5.282244  0.443
H  6.374278  1.399778  -5.222259  0.386
H  7.653372  1.230556  -3.090095  0.358
H  6.592691  0.202373  -1.113002  0.406
H  4.571925  -0.364618  -0.040724  0.359
H  2.553753  -1.558054  0.132505  0.727
H  4.874142  -2.585222  -2.624602  0.404
H  4.595650  -4.626366  -3.982554  0.392
H  2.547968  -6.012077  -3.706117  0.353
H  0.774342  -5.316260  -2.118050  0.385

Atoms 1-3, force components in eV/Å:
-0.39 0.56 0.27
0.39 0.23 0.79
-0.05 -0.32 -0.39

The spin multiplicity is 2. The calculation puts the HOMO energy (spin up / spin down) at -0.0329 / -0.0841 hartree. Its charge is -2. Its expectation value of S² is 0.78. The gap between HOMO and LUMO (spin up / spin down) comes out at 4.54 / 5.93 eV.

=====

2.
The following is a DFT calculation (wB97M-V/def2-TZVPD) of 2 unconnected molecules or ions with the total composition C3H9NO2.

Last column: natural (NBO) charge in e.
Positions of all 15 atoms, in Å:
N  -3.059902  -0.541904  -0.457386  -0.799
C  -1.793596  -0.267649  0.226487  -0.231
C  -0.526669  -0.242755  -0.577835  -0.543
C  0.130811  1.036209  -0.243092  0.471
O  1.217965  1.237332  0.140266  -0.513
H  -3.406364  0.241361  -1.018115  0.352
H  -2.893128  -1.191855  -1.068421  0.333
H  -2.028096  0.745533  0.690538  0.191
H  -1.583346  -0.869847  1.164880  0.207
H  -0.657464  -0.182908  -1.631249  0.230
H  0.171940  -1.137951  -0.298287  0.221
H  -0.510486  1.804740  -0.644633  0.080
O  3.555414  -0.861804  0.964600  -0.932
H  4.244178  -1.319500  0.418322  0.460
H  3.031770  -0.455299  0.316383  0.471

Atoms 1-3, force components in eV/Å:
-0.70 3.80 3.68
-1.60 1.51 2.10
2.13 -2.19 1.82

The calculation puts the HOMO energy at -0.3556 hartree. Its charge is 0. As for the SMILES: NCCC=O.O. The gap between HOMO and LUMO comes out at 10.49 eV.

=====

3.
The following is a DFT calculation (wB97M-V/def2-TZVPD) of 2 unconnected molecules or ions with the total composition C5H11O4.

Last column: natural (NBO) charge in e.
Positions of all 20 atoms, in Å:
H  -1.808489  3.061870  0.791225  0.500
O  -1.069373  2.572011  0.569983  -1.026
H  -0.522017  1.830250  0.835605  0.454
C  0.615303  0.845047  1.170299  0.072
H  0.233299  0.433067  2.132965  0.162
C  0.803917  -0.165366  0.115224  -0.020
H  1.441756  -0.927585  0.569141  0.182
C  -0.446690  -0.886112  -0.421629  -0.006
C  -1.324521  -0.285713  -1.249964  -0.371
C  -0.621428  -2.291220  0.074970  -0.657
O  1.527517  0.489314  -0.910065  -0.273
O  1.735862  -0.502645  -1.985594  -0.455
H  1.858862  0.147159  -2.756325  0.475
O  1.563464  1.743901  1.351823  -0.610
H  -2.140878  -0.903322  -1.656301  0.196
H  -1.278598  0.785147  -1.459895  0.227
H  0.185057  -2.586942  0.733187  0.208
H  -1.552896  -2.436417  0.634001  0.222
H  -0.650998  -3.020055  -0.770876  0.229
H  1.450851  2.097611  2.232226  0.489

Atoms 1-3, force components in eV/Å:
-2.03 0.36 1.58
1.53 1.44 -3.11
-0.78 -0.78 1.12

The spin multiplicity is 2. The calculation puts the HOMO energy (spin up / spin down) at -0.2938 / -0.3404 hartree. Its charge is 0. Its expectation value of S² is 0.75. The gap between HOMO and LUMO (spin up / spin down) comes out at 8.57 / 9.39 eV.

=====

4.
The following is a DFT calculation (wB97M-V/def2-TZVPD) of 2 unconnected molecules or ions with the total composition CH3N3S.

Last column: natural (NBO) charge in e.
Positions of all 8 atoms, in Å:
C  -1.651588  0.093670  0.487961  -0.826
N  1.656408  0.335361  -0.484326  0.261
N  1.701300  1.381886  -0.877342  -0.092
N  1.551938  -0.673271  0.134865  -0.551
S  -1.627005  0.637721  -1.020844  0.343
H  -2.143499  -0.835186  0.743703  0.237
H  -1.187540  0.633463  1.302497  0.240
H  1.699987  -1.573643  -0.286515  0.387

Atoms 1-3, force components in eV/Å:
-0.12 -0.78 2.27
0.26 1.55 -1.10
0.07 0.53 -0.47

The spin multiplicity is 3. The calculation puts the HOMO energy (spin up / spin down) at -0.2570 / -0.3726 hartree. Its charge is 0. Its expectation value of S² is 2.01. The gap between HOMO and LUMO (spin up / spin down) comes out at 8.07 / 8.00 eV.

=====

Energy above the lowest of the compared OMol25 structures with the same formula, charge and spin
In order: 0.103 2.533 3.712 0.576
Unit: eV
Energy
In order: -167608.5599 -8840.4223 -13546.4565 -16386.1401
Unit: eV